# C42H69F18NO16

C42H69F18NO16 as an isolated structure in a non-equilibrium geometry (ωB97M-V with the def2-TZVPD basis set, the Open Molecules 2025 dataset).

Computed properties:
- total energy (eV) = -127776.94377
- molar mass (g/mol) = 1185.969
- E_HOMO (eV) = -7.63
- orbital gap (Ha) = 0.2679

Element x y z (Å)
C1 -1.79523 3.38942 1.58608
C2 -2.65646 2.15113 1.24488
N1 -3.18321 2.08283 -0.12535
C3 -4.08159 0.91025 -0.30214
C4 -3.21943 -0.35237 -0.32164
C5 -3.87960 3.37064 -0.46495
C6 -4.35367 3.42397 -1.91495
H1 -2.35659 4.31942 1.67590
H2 -0.92198 3.52253 0.94747
H3 -1.39414 3.22799 2.58666
H4 -2.01680 1.29086 1.44200
H5 -3.45821 2.18990 1.98231
H6 -4.88598 0.69774 0.40207
H7 -4.63974 1.00225 -1.23386
H8 -2.83478 -0.62247 0.66182
H9 -3.76698 -1.23125 -0.66202
H10 -2.36063 -0.20023 -0.97541
H11 -3.26636 4.26155 -0.32961
H12 -4.70286 3.60282 0.21066
H13 -3.83942 2.80272 -2.64823
H14 -4.35317 4.45671 -2.26359
H15 -5.37472 3.08555 -2.09105
C7 -0.51808 7.54309 1.40209
C8 0.68869 6.63809 0.97960
O1 0.80344 5.57481 1.91795
C9 0.77795 4.27880 1.54238
O2 0.64893 3.93169 0.33542
C10 0.94216 3.26448 2.66758
F1 -0.15146 2.52885 2.80101
F2 1.89625 2.35098 2.38434
F3 1.19077 3.87223 3.83845
H16 -0.48101 7.96061 2.40829
H17 -1.38712 6.88516 1.39861
H18 -0.70641 8.40019 0.75554
H19 1.61137 7.21769 1.00821
H20 0.57009 6.26073 -0.03609
C11 0.13940 0.58714 -3.37129
C12 1.60989 1.00282 -3.21639
O3 1.64740 2.16366 -2.42715
C13 1.43277 3.42982 -2.98222
O4 1.30861 3.58569 -4.21295
C14 1.43016 4.64040 -1.99625
F4 0.20335 5.18576 -2.01181
F5 1.60907 4.15915 -0.81685
F6 2.30146 5.58421 -2.33481
H21 -0.28838 1.38998 -3.97176
H22 -0.34491 0.57594 -2.39486
H23 0.05614 -0.35357 -3.91557
H24 2.08453 1.15321 -4.18603
H25 2.13085 0.16815 -2.74731
C15 1.52866 -1.65432 -2.00797
C16 2.21170 -1.98984 -0.71135
O5 3.63376 -2.05104 -0.83518
C17 4.20004 -3.15330 -1.39706
O6 3.56777 -4.15858 -1.77253
C18 5.75366 -3.00334 -1.57199
F7 6.31158 -3.59619 -0.52604
F8 6.11321 -3.68194 -2.63511
F9 6.14034 -1.71422 -1.61763
H26 0.47396 -1.43344 -1.84397
H27 1.67712 -2.40584 -2.78339
H28 1.89081 -0.68440 -2.34884
H29 1.80541 -2.90962 -0.29062
H30 2.10963 -1.16038 -0.01158
C19 4.71782 0.92107 -2.60916
C20 4.01683 1.87350 -1.67109
O7 3.95357 1.27086 -0.37984
C21 2.88079 0.59279 0.14901
O8 1.87897 0.35480 -0.47483
C22 3.05779 0.23984 1.61852
F10 3.06451 -1.09444 1.79088
F11 4.27239 0.67292 2.10239
F12 2.10519 0.84816 2.34787
H31 5.76053 0.81016 -2.31156
H32 4.72005 1.30234 -3.63030
H33 4.25922 -0.06591 -2.66972
H34 3.02614 2.03942 -2.09430
H35 4.52841 2.83300 -1.59541
C23 -2.61819 -1.67749 1.07281
C24 -1.70366 -2.76520 1.72523
O9 -2.28117 -4.03474 1.49283
C25 -1.79390 -5.15010 2.16220
O10 -0.85840 -5.04935 2.96010
C26 -2.52288 -6.48376 1.84354
F13 -3.13643 -6.92899 2.95703
F14 -3.47584 -6.47906 0.96054
F15 -1.55450 -7.32412 1.50790
H36 -3.62594 -1.70460 1.48733
H37 -2.63430 -1.77195 -0.01296
H38 -2.27191 -0.69590 1.39637
H39 -1.57014 -2.59825 2.79407
H40 -0.74855 -2.78882 1.20055
C27 0.73637 -0.54662 2.12696
C28 0.84215 -2.08349 2.23739
O11 2.18218 -2.42521 1.88206
C29 2.70316 -3.61733 2.22254
O12 2.12844 -4.39046 2.98152
C30 4.07854 -3.94504 1.57778
F16 4.70699 -2.77268 1.27180
F17 4.80392 -4.65575 2.44861
F18 3.98368 -4.66620 0.40658
H41 1.34358 -0.04807 2.88249
H42 -0.28750 -0.37467 2.45897
H43 0.99066 -0.14751 1.14505
H44 0.13329 -2.48237 1.51178
H45 0.48569 -2.30609 3.24311
C31 -2.57815 0.38947 3.16088
C32 -1.87737 1.53365 3.90555
O13 -2.42745 2.52489 4.29474
C33 -0.40798 1.31860 4.10645
H46 -2.35949 -0.57090 3.62777
H47 -2.20357 0.31636 2.13988
H48 -3.66798 0.39281 3.14122
H49 0.08248 2.28723 4.20294
H50 -0.00148 0.83619 3.21756
H51 -0.25403 0.68048 4.97662
C34 -0.14118 -0.64504 -0.47481
C35 -0.43844 0.45441 0.45986
O14 -1.07671 0.20223 1.46482
C36 0.01751 1.86480 0.11985
H52 0.91413 -0.62294 -0.74673
H53 -0.81540 -0.54924 -1.32590
H54 -0.42382 -1.60544 -0.04369
H55 -0.46483 2.29603 -0.75735
H56 1.09380 1.91488 -0.04504
H57 -0.11118 2.50277 0.99424
C37 -3.71098 -2.12264 -4.11304
C38 -2.90260 -2.23771 -2.83635
O15 -2.92013 -3.26386 -2.17022
C39 -2.06743 -1.00305 -2.45402
H58 -4.63258 -1.56788 -3.93700
H59 -4.02542 -3.13604 -4.36253
H60 -3.12259 -1.64599 -4.89707
H61 -2.67945 -0.15622 -2.14356
H62 -1.39349 -0.65059 -3.23485
H63 -1.39958 -1.26834 -1.63445
C40 -0.94292 -4.23866 -1.76257
C41 0.09457 -3.93619 -0.65420
O16 0.27128 -2.79808 -0.24951
C42 0.99855 -5.03932 -0.23405
H64 -0.56937 -3.68598 -2.62462
H65 -1.95678 -3.98777 -1.45077
H66 -0.99145 -5.32185 -1.87415
H67 1.58947 -4.61475 0.57752
H68 1.63531 -5.54122 -0.96256
H69 0.30719 -5.75514 0.21060

Force components x, y, z for each atom (eV/Å):
C -2.17 1.23 -0.22
C -0.24 2.17 -0.26
N -1.17 1.23 0.05
C 0.75 -0.18 -1.35
C -3.99 6.59 -2.77
C 0.26 -0.65 -0.58
C -0.91 0.00 -0.53
H -0.37 0.14 -0.42
H -2.83 0.68 0.27
H -2.91 1.69 -1.57
H -1.64 3.24 -1.28
H -0.45 -0.08 -0.14
H -0.09 0.72 0.88
H 0.11 0.42 -0.39
H -3.54 6.72 -4.33
H -0.77 0.81 -0.53
H -1.23 0.63 3.32
H 0.77 -0.54 0.11
H -0.49 -0.41 0.21
H 0.82 0.12 0.31
H 0.17 0.02 -0.11
H -0.31 0.01 0.51
C 0.09 -0.96 -0.10
C -0.84 1.49 -0.15
O 0.11 -1.49 1.08
C 0.27 1.44 -4.38
O -8.21 2.23 16.74
C 1.56 1.94 -0.28
F 4.27 4.75 -6.75
F -3.04 17.82 1.09
F 0.13 -0.19 -0.33
H 0.58 -0.28 0.09
H -0.23 0.16 -0.15
H 0.24 -0.28 -0.37
H 0.14 -0.19 0.17
H -0.26 0.04 0.28
C 1.43 1.50 -0.67
C -1.32 -0.19 -2.08
O -2.98 3.86 -0.24
C -0.04 -1.51 -4.94
O 0.32 -0.23 4.09
C -0.68 -1.01 -2.36
F -0.11 0.23 -0.30
F 11.72 2.07 -10.43
F 0.13 -0.17 0.07
H -0.49 -0.18 -0.08
H 0.45 0.21 -0.52
H 0.29 0.20 0.07
H -0.09 0.32 -0.11
H 0.86 3.51 -0.83
C 0.83 -1.37 -1.99
C 1.41 -1.86 0.03
O 2.10 -0.82 -1.66
C -3.10 -0.87 -1.52
O 2.21 3.47 0.12
C -1.66 -0.19 0.95
F 0.83 0.07 0.39
F 0.46 0.33 -0.88
F 0.04 -0.81 -0.28
H 1.27 -1.64 -1.64
H 0.25 -0.14 -0.05
H -0.31 -3.57 1.08
H 2.62 1.00 -0.49
H -0.27 -3.12 -0.41
C 1.01 0.07 -0.19
C 0.00 -0.84 -1.32
O -1.02 -1.06 3.04
C 2.67 2.98 -3.06
O 5.48 4.49 0.75
C 3.56 0.22 1.27
F 6.39 12.53 -0.83
F -1.13 0.21 -0.49
F 11.04 -10.24 -2.66
H 0.03 -0.26 -0.07
H -0.04 0.27 -0.03
H -0.04 0.03 0.34
H 2.02 0.02 1.46
H 0.23 -0.18 0.42
C 2.70 -9.80 5.41
C -1.59 0.33 0.11
O -0.84 -3.46 0.31
C 1.74 3.66 1.20
O -2.53 -1.05 -2.04
C 0.22 0.31 1.73
F 0.62 0.01 0.45
F -0.24 0.55 -1.61
F 0.05 -0.65 -0.39
H -0.23 -0.80 -0.16
H 1.66 -3.31 1.58
H 1.82 -3.88 2.04
H 0.14 -0.16 0.04
H -3.67 -0.75 0.11
C 0.19 -6.75 4.57
C 0.32 2.07 -0.08
O -4.91 -13.66 1.18
C -3.39 -0.62 1.54
O 1.78 0.75 -1.12
C 0.27 0.25 -0.25
F 0.14 -1.47 0.88
F -0.21 0.54 -0.69
F 0.06 0.41 2.83
H -2.85 -4.47 1.02
H 2.14 -1.56 0.33
H -0.50 -0.83 1.10
H 4.01 0.60 2.04
H 0.74 -0.64 0.10
C -1.95 -0.71 2.40
C -0.63 -2.00 0.33
O -0.64 0.62 0.44
C 0.06 -3.11 4.55
H 0.52 -0.12 0.38
H -2.43 0.18 4.12
H -0.08 0.67 0.40
H -0.42 -2.41 4.39
H -0.47 -0.12 2.18
H -0.29 -0.54 0.30
C -2.59 3.05 2.74
C -0.49 0.89 -3.89
O 1.91 2.53 -5.34
C 0.14 -1.80 1.56
H -4.18 -0.19 1.01
H 2.84 2.36 1.83
H -0.87 2.83 -0.21
H -0.32 -0.32 0.21
H -1.18 -0.04 -0.20
H -0.42 -2.71 -1.83
C 0.16 -0.74 0.40
C -0.18 0.83 -0.28
O -3.97 3.21 -1.73
C -0.78 -2.57 -3.60
H 0.13 0.31 0.10
H 0.11 0.06 -0.36
H -0.18 -0.03 -0.07
H -0.11 -0.37 -2.11
H -1.12 -1.00 -0.38
H -2.54 -2.26 -1.74
C 2.99 -1.68 2.71
C -0.66 -1.22 -2.82
O -2.36 -6.66 -0.64
C -0.32 0.29 1.44
H -0.44 -0.18 -0.20
H 1.73 -0.14 0.60
H 0.52 -0.06 -0.66
H 0.06 -0.68 -0.17
H -0.35 0.33 -0.26
H 0.15 -0.49 0.12

Atom charges from the Mulliken analysis, given in e for atoms 1 to 6: number 1, C, carries -0.789; number 2, C, carries -0.757; number 3, N, carries 1.480; number 4, C, carries -2.299; number 5, C, carries -0.016; number 6, C, carries -0.331


# C17H20N6O6

One molecule with the formula C17H20N6O6 in a non-equilibrium geometry (ωB97M-V with the def2-TZVPD basis set, the Open Molecules 2025 dataset).

Computed properties:
- total energy (eV) = -39165.57168
- molar mass (g/mol) = 404.383
- E_HOMO (eV) = -7.38
- orbital gap (Ha) = 0.2350

Element x y z (Å)
C1 3.28473 -1.06039 2.54945
C2 2.32758 -1.90719 3.36514
C3 0.88214 -1.77047 2.89579
N1 0.41420 -0.40524 2.61962
C4 -0.89778 -0.22610 2.39949
C5 -1.55825 1.16121 2.44235
C6 -3.08241 1.14496 2.19374
C7 -3.79664 -0.02236 2.85270
C8 -3.24745 -1.30041 2.23037
C9 -1.74296 -1.44603 2.48387
C10 1.39336 0.65460 2.33472
C11 2.86201 0.39462 2.64995
H1 4.29952 -1.17421 2.93845
H2 3.28705 -1.38678 1.50490
H3 2.59665 -2.96632 3.30269
H4 2.39024 -1.62681 4.42287
H5 0.76257 -2.38563 1.98474
H6 0.26335 -2.23412 3.68216
H7 -1.41721 1.42553 3.50277
H8 -3.48131 2.10658 2.52973
H9 -3.26107 1.07833 1.10589
H10 -3.62484 -0.02003 3.93470
H11 -4.87349 0.04172 2.66497
H12 -3.75311 -2.18976 2.62484
H13 -3.41493 -1.28367 1.14548
H14 -1.35170 -2.20496 1.78267
H15 -1.64604 -1.84486 3.51208
H16 1.32855 0.89813 1.25889
H17 1.11924 1.53399 2.93540
H18 3.06300 0.76774 3.66167
H19 3.45145 1.01540 1.96789
O1 -1.80497 6.67081 -1.15997
N2 -1.57372 6.11093 -0.10235
C12 -1.61320 4.81324 0.36665
C13 -1.24142 4.83632 1.72988
N3 -0.97900 6.13981 2.11566
O2 -1.16140 6.89117 0.99948
C14 -1.02327 3.63552 2.46553
N4 -0.47894 3.66166 3.80010
O3 -0.31104 4.71774 4.43842
O4 -0.16184 2.54350 4.33197
C15 -0.98639 2.25932 1.71124
C16 -1.47844 2.41309 0.28970
N5 -1.26710 1.47969 -0.71147
O5 -0.99554 0.28791 -0.71684
O6 -1.48522 2.16141 -1.95321
N6 -1.78928 3.47716 -1.75600
C17 -1.73299 3.61421 -0.37359
H20 0.10528 2.17449 1.54880

Force components x, y, z for each atom (eV/Å):
C 0.08 0.05 0.01
C 0.02 0.24 0.11
C 0.31 -1.11 -0.02
N -1.90 -0.14 -0.70
C 1.39 0.77 1.11
C -1.61 -2.73 1.05
C -0.04 -0.32 -0.29
C 0.07 -0.12 -0.27
C 0.02 0.14 -0.17
C -0.67 -0.64 0.10
C 0.64 1.01 -0.19
C 0.18 -0.20 0.44
H -0.05 -0.02 -0.14
H 0.00 -0.04 0.00
H -0.15 0.11 0.03
H 0.05 0.04 -0.10
H -0.06 0.32 0.24
H 0.05 0.36 -0.46
H 0.18 -0.30 0.09
H 0.14 -0.06 -0.02
H -0.07 0.06 0.33
H -0.11 0.01 -0.02
H 0.15 0.04 0.16
H 0.15 0.13 -0.10
H -0.10 0.04 0.18
H 0.06 0.22 0.43
H 0.22 0.06 -0.38
H -0.11 -0.34 0.47
H -0.12 -0.34 -0.29
H 0.04 -0.17 -0.10
H -0.13 -0.03 0.12
O 0.18 -0.61 0.53
N 0.08 -1.33 1.19
C -0.25 2.76 -0.73
C 1.09 2.32 1.38
N -0.44 -3.10 -0.43
O -0.63 0.30 -1.20
C 0.09 -0.33 1.85
N -0.42 0.63 -1.18
O -0.50 -1.08 -1.25
O 0.04 0.35 -0.32
C 2.59 3.34 -1.56
C 1.04 -1.59 -1.90
N -0.89 2.82 1.33
O 0.10 -0.08 0.12
O -0.33 -0.88 0.41
N 0.54 -0.27 3.80
C -0.01 0.04 -3.68
H -0.94 -0.34 0.03

Atom charges from the Mulliken analysis, given in e for atoms 1 to 6: number 1, C, carries -0.783; number 2, C, carries -0.931; number 3, C, carries -0.667; number 4, N, carries 0.281; number 5, C, carries -0.171; number 6, C, carries 1.580


# H20KrO10

H20KrO10 as an isolated structure (ωB97M-V with the def2-TZVPD basis set, the Open Molecules 2025 dataset).

Computed properties:
- total energy (eV) = -95729.93999
- molar mass (g/mol) = 263.950
- E_HOMO (eV) = -11.15
- orbital gap (Ha) = 0.4116

Element x y z (Å)
Kr1 -0.41331 0.05376 0.39473
O1 0.97358 -2.93668 2.75372
H1 1.15490 -3.48262 3.51877
H2 1.38389 -2.09592 2.95618
O2 -2.54634 2.87629 -0.62706
H3 -2.69837 3.08287 0.29512
H4 -2.06150 2.05111 -0.61139
O3 1.42183 -3.05979 -1.74448
H5 0.52439 -2.73018 -1.79143
H6 1.53421 -3.32051 -0.83035
O4 -0.12377 0.01508 -2.90911
H7 -0.79195 0.60991 -3.24964
H8 -0.59981 -0.79056 -2.70771
O5 -1.52288 -2.24600 -1.95061
H9 -2.38686 -1.83405 -1.95859
H10 -1.70507 -3.18506 -1.91580
O6 -3.36390 0.37717 -1.68465
H11 -3.71007 -0.16430 -0.97528
H12 -3.43339 1.27413 -1.35775
O7 -2.13939 3.13426 2.42537
H13 -2.04618 2.41473 3.04972
H14 -1.25167 3.47606 2.31882
O8 1.63998 1.86359 3.24234
H15 2.01976 1.48733 2.44834
H16 2.35376 2.36629 3.63484
O9 3.26177 0.80313 1.08903
H17 3.71661 0.14429 1.61371
H18 3.15990 0.39625 0.22863
O10 2.94053 -0.19743 -1.88503
H19 2.36209 0.54527 -2.05833
H20 2.34725 -0.92843 -1.71212

Force components x, y, z for each atom (eV/Å):
Kr 0.06 -0.01 0.15
O -0.09 -0.08 -0.27
H 0.02 -0.18 0.18
H 0.05 0.30 0.04
O -0.29 0.00 -0.55
H -0.01 0.09 0.61
H 0.58 -0.09 0.15
O 0.33 0.12 -0.13
H -0.36 0.21 -0.04
H 0.05 -0.13 0.32
O 0.47 0.37 -0.08
H -0.16 0.18 -0.08
H -0.15 -0.35 0.06
O 0.11 -0.22 0.11
H -0.25 0.43 -0.04
H 0.01 -0.35 -0.09
O 0.13 -0.76 -0.36
H -0.19 -0.05 0.25
H -0.23 0.69 0.04
O -0.33 0.10 -0.28
H 0.04 -0.21 0.16
H 0.36 0.10 0.01
O -0.50 0.07 0.48
H 0.30 -0.17 -0.65
H 0.13 0.14 0.08
O -0.13 0.24 0.57
H 0.23 -0.15 0.11
H -0.04 -0.17 -0.84
O 0.53 0.28 0.62
H -0.33 0.15 -0.27
H -0.32 -0.55 -0.23

Atom charges from the Mulliken analysis, given in e for atoms 1 to 6: number 1, Kr, carries 0.017; number 2, O, carries -0.604; number 3, H, carries 0.299; number 4, H, carries 0.306; number 5, O, carries -0.663; number 6, H, carries 0.369


> Which value of total energy does entry 2 give?

-39165.57168 eV